Molecular formula: C30H53AsCrNO2SSi4
Method: DFT, ωB97M-V/def2-TZVPD

```
93
Properties=species:S:1:pos:R:3:forces:R:3:lowdin_charge:R:1
Cr 0.743444 0.402830 0.306212 0.3 0.5 -0.3 0.27
C 3.922307 0.655153 -0.686180 0.0 0.0 0.1 -0.07
O 3.003187 0.272632 0.353034 0.0 0.1 0.0 -0.36
C 3.488111 0.465928 1.685753 0.0 0.0 0.0 -0.15
C 2.523676 1.361651 2.417102 -0.1 0.0 0.0 -0.13
O 1.202711 0.797224 2.219107 0.0 0.0 0.1 -0.36
C 0.230780 1.202434 3.210084 0.1 -0.1 -0.1 -0.01
H 4.291790 1.665317 -0.509669 0.0 0.0 0.0 0.10
H 3.379575 0.633838 -1.626767 0.0 0.0 0.0 0.07
H 4.748495 -0.054129 -0.724613 0.0 0.0 0.0 0.10
H 4.484470 0.908840 1.677071 0.0 0.0 0.0 0.15
H 3.544146 -0.507627 2.172420 0.0 0.0 0.0 0.11
H 2.530793 2.379761 2.025957 0.0 0.0 0.0 0.12
H 2.737072 1.368632 3.486175 0.0 0.0 0.0 0.15
H 0.649237 1.015423 4.196827 0.0 0.0 0.0 0.12
H -0.650853 0.590848 3.058743 0.0 0.0 0.0 0.07
H -0.028255 2.251066 3.082107 0.0 0.0 0.0 0.09
S 1.256774 2.571906 -0.738580 0.1 0.0 0.0 0.75
C 0.762741 4.142631 -0.226900 -0.1 -0.1 0.0 -0.63
N 0.591279 5.060486 -1.206504 0.0 0.0 0.0 0.08
C 0.287261 6.360611 -0.997672 0.0 0.0 0.0 -0.02
C 0.127098 6.822237 0.276536 0.0 0.0 -0.1 -0.02
C 0.283917 5.913416 1.327196 0.0 0.0 0.1 0.00
C 0.593051 4.594752 1.081364 0.0 0.0 0.0 -0.05
H 0.711053 4.735011 -2.158322 0.0 0.0 0.0 0.16
H 0.191628 6.972687 -1.882663 0.0 0.0 0.0 0.15
H -0.113303 7.860294 0.449745 0.0 0.0 0.0 0.13
H 0.158260 6.248576 2.348797 0.0 0.0 0.0 0.13
H 0.706998 3.893144 1.891484 0.0 0.0 0.0 0.09
C 3.948460 -2.744124 0.325889 0.1 0.1 0.0 -0.18
Si 2.322674 -3.228917 1.100093 -0.2 0.0 -0.1 0.34
C 2.180652 -2.718009 2.896877 0.0 0.0 0.1 -0.20
C 2.208150 -5.075419 0.955704 0.1 -0.1 0.0 -0.19
As 0.497586 -2.098891 -0.004691 -0.1 -0.5 0.1 0.86
Si -1.495668 -3.132229 0.889135 0.1 0.1 -0.1 0.32
C -1.264791 -4.947729 1.212671 0.0 -0.1 0.0 -0.21
C -2.856865 -2.960665 -0.368843 -0.1 0.0 0.0 -0.21
C -1.780852 -2.277141 2.524288 0.0 0.0 0.1 -0.21
Si 0.681449 -2.708141 -2.339895 0.0 0.0 0.2 0.33
C -0.934957 -2.510784 -3.221326 -0.1 0.0 -0.1 -0.19
C 1.946267 -1.528572 -3.034390 0.0 0.1 -0.1 -0.20
C 1.250759 -4.475948 -2.393010 0.1 -0.1 -0.1 -0.20
H 4.681141 -3.498746 0.626753 0.0 0.0 0.0 0.05
H 4.322150 -1.773749 0.647653 0.0 -0.1 -0.1 0.01
H 3.908848 -2.754415 -0.765279 0.0 0.0 0.0 0.03
H 3.171113 -2.653119 3.356931 0.0 0.0 0.0 0.05
H 1.619487 -3.473097 3.453022 0.0 0.0 0.0 0.04
H 1.672602 -1.762513 3.038247 0.0 0.0 0.0 0.01
H 3.075948 -5.459914 1.503807 0.0 0.0 0.0 0.06
H 2.295226 -5.428627 -0.071284 0.0 0.0 0.1 0.02
H 1.321610 -5.512955 1.402537 0.0 0.0 0.0 0.01
H -0.837265 -5.499433 0.374552 0.0 0.0 0.0 0.03
H -2.270782 -5.348708 1.379982 0.0 0.0 0.0 0.05
H -0.681918 -5.151747 2.110373 0.0 0.0 0.0 0.03
H -2.853174 -3.840925 -1.016531 0.0 0.0 0.0 0.04
H -2.798293 -2.074299 -0.996225 0.0 0.0 0.0 -0.01
H -3.818876 -2.941845 0.152637 0.0 0.0 0.0 0.05
H -1.116568 -2.703870 3.280098 0.0 0.0 0.0 0.04
H -2.810082 -2.431216 2.859651 0.0 0.0 0.0 0.05
H -1.606672 -1.203691 2.474583 0.0 0.0 0.0 -0.03
H -1.488106 -1.622291 -2.928439 0.0 0.1 0.0 0.00
H -1.581173 -3.379964 -3.090746 0.0 0.0 0.0 0.04
H -0.710943 -2.420948 -4.289396 0.0 0.0 0.0 0.06
H 1.553171 -0.505980 -3.037925 0.0 0.0 0.0 0.03
H 2.147240 -1.795348 -4.076259 0.0 0.0 0.0 0.05
H 2.896349 -1.540627 -2.498299 0.0 0.0 0.0 0.01
H 0.739904 -5.103088 -1.661174 0.0 0.0 0.0 0.02
H 2.327321 -4.563151 -2.231329 0.0 0.0 0.0 0.04
H 1.030073 -4.883170 -3.383941 0.0 0.0 0.0 0.05
C -3.086988 0.713725 -4.541842 0.0 0.0 0.0 -0.06
C -3.909219 0.270467 -3.514532 0.0 0.0 0.0 -0.06
C -3.460839 0.310868 -2.201971 0.0 0.0 -0.1 -0.12
C -2.182893 0.793344 -1.891611 0.0 -0.1 -0.1 -0.35
C -1.376809 1.249513 -2.938462 0.1 -0.1 0.0 -0.14
C -1.822945 1.208676 -4.252460 0.0 0.0 0.0 -0.07
Si -1.720100 0.784676 -0.084639 0.0 0.1 0.1 0.65
C -2.321188 2.353185 0.743669 -0.1 0.0 0.0 -0.33
C -2.808479 2.316760 2.055272 0.1 0.0 0.0 -0.12
C -3.356364 3.443648 2.651826 0.0 0.0 0.0 -0.07
C -3.460210 4.626295 1.929673 0.0 0.0 0.0 -0.07
C -3.022335 4.671347 0.613304 0.0 0.0 0.0 -0.08
C -2.449668 3.548511 0.032313 0.0 0.0 -0.1 -0.11
H -3.433213 0.676534 -5.566526 0.0 0.0 0.0 0.11
H -4.899992 -0.105396 -3.734946 0.0 0.0 0.0 0.11
H -4.117400 -0.041098 -1.412979 0.0 0.0 0.0 0.10
H -0.384233 1.634758 -2.732966 0.0 0.0 0.0 0.04
H -1.183863 1.557644 -5.054166 0.0 0.0 0.0 0.11
H -2.495624 -0.299903 0.557704 0.0 0.0 0.0 -0.01
H -2.798858 1.384105 2.612075 0.0 0.0 0.0 0.10
H -3.737569 3.391340 3.663828 0.0 0.0 0.0 0.11
H -3.916525 5.498022 2.381441 0.0 0.0 0.0 0.11
H -3.151356 5.577213 0.033462 0.0 0.0 0.0 0.11
H -2.151977 3.584202 -1.011831 0.0 0.0 0.0 0.10
```
Forces are in eV/Å.

Calculated values
**Net charge**: +2
**LUMO energy (alpha / beta)**: -6.32 / -5.51 eV
**E_tot**: -169150.875 eV
**Multiplicity**: 4
**HOMO level (alpha / beta)**: -0.5022 / -0.4729 Ha
**Largest force on an atom**: 0.652 eV/Å
**ΔE to the lowest compared entry with this formula, charge and spin**: 11.47 kcal per mole
**Orbital gap (alpha / beta)**: 7.3 / 7.4 eV